Record 1
126
Properties=species:S:1:pos:R:3 method="wB97M-V/def2-TZVPD" fmax_ev_per_a=3.56 e_lumo_ev=-0.95 orbital_gap_ev=8.82 total_energy_ha=-3930.864596 de_lowest_ev=5.2379 total_charge=0
C -4.88040 6.10183 0.23649
C -6.13077 -4.20192 -6.23500
H 0.03773 -6.76870 -7.63168
H 12.86197 0.98607 4.12840
H -0.39764 -6.40973 0.65278
C 4.96569 12.43196 0.78983
H -1.47492 -2.85038 -8.54433
C -4.97875 -1.72699 -5.65044
H -1.08513 -7.57437 -9.68076
H -1.92487 -1.69615 2.06162
H -3.88460 5.17210 7.10474
C 12.00724 -1.47046 1.92361
N -5.66075 8.15528 1.28474
N -0.02120 -4.21687 -6.58300
O -4.56655 8.70818 1.11603
H -3.79552 2.40904 3.87305
H -2.25842 -6.06392 -11.15212
C -2.32226 -3.19701 5.02801
O 1.68683 -12.04047 0.64832
H -0.63811 -2.10101 4.04240
N 0.87730 -11.51836 1.46033
N -4.02221 -2.46327 -3.51142
O 0.15457 -3.00641 -6.44214
C -3.63974 3.83706 5.43659
C 4.00345 11.46228 1.23350
O -1.86668 3.97602 3.94173
C 3.50216 -0.50330 0.28471
N 1.76905 2.80838 -0.08453
H -5.60904 1.21920 4.71422
H -2.40409 -3.71158 -10.54636
O -4.08281 -1.31983 -3.01059
C 3.96944 10.18875 0.69531
C 11.93971 -0.34987 2.72190
N -2.47545 4.52983 4.83060
H -4.15900 6.68374 -0.31791
C -4.80716 -2.76613 -4.70127
C 5.94644 10.62179 -0.68666
C -0.83065 -8.20468 1.78658
H 2.78525 -2.45501 -0.33906
C -4.20296 2.75579 4.81121
C 1.18256 -9.39349 0.24511
H -4.35630 4.29428 -0.85553
H 0.22471 0.78550 -1.24820
H -6.88370 -3.22179 -8.01218
C 0.49284 -10.10815 1.29390
H -1.59069 -7.68201 2.34832
H 11.03597 0.23486 2.63388
C -2.41621 -2.19260 2.88534
H -4.10651 -4.28488 5.59942
O 4.30913 14.18020 2.23699
H 3.19899 9.47553 0.94856
C 14.21709 -1.85360 2.81945
C -1.96176 -4.38774 -9.82973
C -0.49580 -9.48693 2.08688
C 5.85149 11.94902 -0.21997
H 1.86652 -9.84346 -0.45925
O -6.47453 -2.93837 2.70811
C 0.82324 -8.08183 0.02555
O 0.34618 -12.20882 2.37884
C -0.65175 -4.72980 -7.84116
C 1.52622 -0.88631 -0.88408
H 3.24283 11.69226 1.96492
C -5.37309 3.66755 7.11380
H -8.03690 4.14982 1.32764
O 2.54769 3.66504 0.25527
O 0.57005 3.02978 -0.25169
C -5.34638 2.09159 5.29416
C -1.78974 -5.69976 -10.24983
H 4.31065 -0.83831 0.91756
H 4.98994 8.71267 -0.40220
C 3.22068 0.84513 0.39444
C 2.66094 -1.38218 -0.33955
H -6.72850 2.00645 6.89492
H -6.56208 -5.11361 -6.62125
H 1.33989 -7.54425 -0.75578
C -4.38545 -3.26796 3.70577
C -4.24876 4.31516 6.55752
H -5.22484 -4.95192 -4.43291
C -1.65079 -2.47515 4.01258
C -1.33416 -3.91115 -8.69050
O 9.74769 -1.31181 1.52565
O -3.41295 -3.39072 -3.00016
H -4.64514 -0.70527 -5.54456
H 14.74486 -0.24558 4.31945
C 5.03780 9.75988 -0.14247
H -5.86075 4.10543 7.97220
C -6.09285 3.94979 0.39963
C -6.27303 -3.11923 -7.12732
H 15.12140 -2.43174 2.93943
O 0.22557 -5.04781 -5.72167
H -4.23040 -2.20150 1.81491
O -2.11314 5.63855 5.16206
C -0.20339 -7.46357 0.78728
C 1.19200 0.46308 -0.89211
N 10.77155 -1.79424 1.08717
O -6.68554 8.77008 1.62181
C -5.32057 -4.06649 -5.04385
C -5.77544 6.74336 1.06165
H -1.06930 -10.05876 2.80138
H 0.83382 -1.65647 -1.19043
H 13.14797 -3.29907 1.63915
O 10.92426 -2.16835 -0.07112
H -5.71307 -1.10426 -7.57780
H 6.69271 10.33437 -1.41252
N 4.99193 13.83994 1.26658
C -6.86936 5.94212 1.54909
C 2.07257 1.34354 -0.21959
H 6.58776 12.59113 -0.68040
C -1.16704 -6.54405 -9.36751
C -3.73788 -2.52324 2.72062
C -5.01082 4.72799 -0.11398
C 12.94623 0.05872 3.58129
C 13.18722 -2.28737 2.01508
H 3.91279 1.44949 0.96201
O 5.76136 14.57477 0.66202
C -5.89378 2.55207 6.48027
H -1.73319 -3.32949 5.92347
N -5.78352 -3.57130 3.52260
H -6.24630 2.94225 0.04227
O -6.27609 -4.25962 4.36409
C 14.06848 -0.72567 3.62777
C -0.52917 -6.06276 -8.22046
C -3.61047 -3.65702 4.87407
C -7.07346 4.59813 1.13479
C -5.71812 -1.88849 -6.83525
H -7.65058 6.48697 2.05824

=====

Record 2
16
Properties=species:S:1:pos:R:3 method="wB97M-V/def2-TZVPD" fmax_ev_per_a=0.61 e_lumo_ev=1.01 orbital_gap_ev=8.58 total_energy_ha=-288.734749 de_lowest_ev=1.2869 total_charge=0
C 0.88040 0.91423 0.91545
C -2.45836 -0.20426 -0.26750
C 1.14219 -0.37930 0.53089
H -0.86778 2.20989 0.50523
H -0.30923 -1.91097 0.13641
H 2.19067 0.43834 -1.09259
N -0.09354 -0.92258 0.16284
C -1.05881 0.04853 0.18765
H -2.43444 -0.68079 -1.25318
H 2.22497 -1.32093 -1.11926
H 1.67583 1.61401 1.13568
H -3.00232 0.74206 -0.35672
H -3.03427 -0.85458 0.40130
H 3.30093 -0.45153 -0.02391
C 2.30085 -0.45986 -0.45870
C -0.45711 1.21776 0.59642

=====

Record 3
97
Properties=species:S:1:pos:R:3 method="wB97M-V/def2-TZVPD" fmax_ev_per_a=0.94 e_lumo_ev=1.44 orbital_gap_ev=5.70 total_energy_ha=-9747.050555 de_lowest_ev=0.2922 total_charge=-1
H -1.41546 5.41115 5.03692
O -6.25979 3.09574 -2.61870
O -4.79696 -5.98740 -0.45189
Ga -0.39781 1.82994 -0.31479
H -0.58314 -3.52063 -4.18587
O 0.00305 -3.67997 -1.40869
F -1.56347 4.16937 1.11110
H -0.14753 -1.81575 -0.29540
H 2.39134 10.19444 1.88077
H -3.14668 6.38041 -1.63834
O 7.00324 0.01685 -1.12379
H 4.61713 3.21330 0.87764
H -4.26715 -1.85820 2.73094
H -0.82157 -6.69719 -0.96968
H -2.33140 -7.69605 -4.83965
H -4.54815 -6.87425 -0.17128
H 7.06614 0.38735 -2.00850
O 6.98361 1.70327 1.35983
H -5.46199 -5.71084 0.18629
H -1.61360 6.73467 4.31538
O 0.94115 4.51015 5.96524
O -1.14828 -6.23900 -1.74958
O 9.30124 -0.37353 -2.66852
C -2.39018 1.38710 -0.55678
H -3.03188 5.56350 -0.36386
F -0.13521 3.08758 2.34974
H -2.23278 -9.65173 -1.55387
H -3.45700 -3.44468 -2.81653
H -1.75217 -0.55795 -1.24581
H -2.09691 -6.17396 -1.59819
H 3.06059 -0.70708 0.04376
H 0.23314 -10.93926 -5.08585
H 9.75021 0.14943 -1.99639
C -0.06782 -1.44651 0.72630
O -1.39782 6.84521 2.23650
O 1.84633 9.82053 2.57793
H -3.73087 -1.15832 -2.59126
O -3.67933 5.96111 -0.95713
H 2.16837 -3.63213 -0.69194
H -6.93587 3.16166 -1.93867
O -1.62954 6.33956 5.19955
H -5.74524 3.90354 -2.51802
H -0.30616 8.19604 5.09037
O -3.11582 -3.72631 -1.96051
H -1.69744 -4.05533 -3.29044
H 7.69261 3.02852 -0.08894
F 0.59715 4.40058 0.77199
O -4.71077 -2.22357 3.50565
O -2.36374 3.68207 4.38104
Br -3.69763 -1.02587 0.28616
H -0.10152 -3.32511 1.85103
Br -3.15358 2.85240 -1.65564
P 0.89052 0.14169 0.69041
C 0.57522 -2.48810 1.65439
H 1.48100 -2.86093 1.17982
H -1.39224 5.93405 1.90812
H 1.52015 5.27679 5.92477
H -2.90014 1.49294 0.39696
H 2.45748 9.33623 3.14271
H -3.31703 3.76985 4.46660
C 2.32079 -0.10462 -0.48187
O 0.47355 8.74552 4.93194
O -2.33901 -8.50347 -4.31513
H 2.73483 -4.96871 -0.24605
H 0.18472 -4.21805 -2.18588
O 8.29950 3.27316 -0.80554
H -1.03699 -1.17555 1.15095
H -4.49885 0.35927 -2.19927
H -3.80737 -4.29423 -1.59762
H 3.41231 2.46270 1.44954
H 9.86283 -0.31876 -3.44701
O -0.42169 -10.75906 -4.40541
O 4.12327 2.39001 0.79997
H 7.29911 -0.89080 -1.23139
H 9.00430 3.74930 -0.35938
O -2.50182 -8.74444 -1.38740
H 6.01584 1.72737 1.38881
H 2.72661 0.89478 -0.63153
H -0.02483 -10.07422 -3.85730
O 2.92139 -4.02645 -0.23120
C -3.53247 -0.10746 -2.38246
H -2.37751 -9.21938 -4.95694
H -0.48159 7.00979 2.48654
H 0.83163 -2.00706 2.60081
C -0.35742 3.44547 1.02690
H -2.39034 -8.30973 -2.24542
H -0.95877 -3.65200 -1.37646
H 2.01961 -0.55717 -1.42756
H 0.30752 2.35373 -1.64571
C -2.69236 -0.02661 -1.10891
H -3.01859 0.36873 -3.21301
O -1.11121 -4.30732 -4.01972
H 0.75916 4.30009 5.04267
H -2.23171 3.16592 3.57822
H 7.17372 1.15138 0.58844
H -3.98930 -2.48798 4.08327
H 0.26312 9.24847 4.13667

=====

Record 4
92
Properties=species:S:1:pos:R:3 method="wB97M-V/def2-TZVPD" fmax_ev_per_a=0.96 e_lumo_ev="2.42 / 2.43" orbital_gap_ev="4.95 / 4.29" total_energy_ha=-6326.183331 total_charge=-1
H -1.42216 -0.74897 3.83928
H 3.23655 -3.78937 2.22438
H -1.99386 0.72055 5.74733
H 1.50537 3.67318 0.11353
C -0.95622 0.58029 5.46296
C 0.43567 2.59188 -1.36527
C 0.70182 -0.46886 4.01716
Ge 1.03663 -1.66765 2.44760
H 0.85076 -4.92609 -1.31204
H -0.33468 -2.79719 -0.85090
C 3.66905 0.93588 -2.44337
C 0.68195 -4.22808 -2.12538
C -1.38776 2.83456 -4.98364
H 2.16410 1.56979 6.33651
H -2.67218 1.80431 -3.61850
H 4.12416 -1.16147 -1.99200
C -0.48307 -5.58594 3.19103
C 0.23824 2.45502 1.06199
C -4.53695 -2.97068 -3.72996
H 1.22607 0.12660 -4.12570
H -0.72486 -3.96730 1.76611
C -5.42052 -0.85123 -3.03097
C 5.07384 -2.82642 1.66496
C -0.13773 2.86322 -5.58717
C 1.43553 1.54076 -1.73515
H 0.12329 4.09604 2.42857
C 0.26483 -2.42095 -4.19564
C 0.18100 -6.01917 4.33497
H -2.40378 -3.15608 -3.70573
C -0.62984 -0.25596 4.39900
C 0.67153 -3.45063 3.28800
N 1.10230 0.23643 -1.35726
C -0.01899 -3.05497 -1.87219
H 3.12650 0.48674 1.97969
H 2.73717 0.06123 4.46415
C -3.24295 -2.50188 -3.52018
H 1.93998 -1.65408 -1.03322
H 5.51317 0.51775 1.36013
H 1.59588 3.11771 2.57030
C 1.69434 0.20453 4.73507
C -1.70800 1.80915 -4.10415
H 6.76849 -1.60661 1.13861
C 0.79642 1.88830 -5.28148
C 5.72297 -1.61857 1.42812
H -2.11422 3.60849 -5.19986
C 5.01847 -0.42711 1.55744
C 0.05000 1.24109 6.16579
C 0.47808 0.86292 -4.39480
As -1.24299 -0.57502 -2.57468
O -1.57473 -0.01492 -1.01584
C 3.67689 -0.45104 1.92515
C 1.31669 -3.89752 4.44808
C 0.18150 -1.44570 0.81608
H 1.33134 -3.81302 -5.42887
H -6.63240 -2.51394 -3.65330
C -3.02754 -1.20451 -3.07003
C 2.15266 -0.67238 -1.44466
H -1.19414 -6.24318 2.69994
H 1.60396 -5.50007 5.86096
H 1.78875 1.92882 -5.71445
H 4.63250 1.19310 -2.86747
C 0.51800 3.07948 2.39603
H -6.26711 -0.20962 -2.81792
H 1.72760 -5.41180 -3.58187
H -0.00041 -7.01299 4.72957
O -0.36739 1.38735 0.98137
C 1.37608 1.05614 5.79503
H -3.98457 0.59427 -2.38666
H 5.61291 -3.76155 1.55063
C 2.65192 1.89366 -2.26642
C 1.08371 -5.17011 4.96722
H 0.06658 2.47687 3.17780
C -4.13060 -0.38992 -2.80940
H -0.56845 2.17152 -1.34725
Be -0.23535 -0.03164 -0.05704
C 1.17314 -4.49835 -3.39609
C 3.37264 -0.38045 -1.96970
C -0.79123 0.79635 -3.84221
C 3.00705 -1.65133 2.18933
N 0.66589 3.13114 -0.01512
H 2.80849 2.93516 -2.54812
H 2.01787 -3.23650 4.95518
C -5.62527 -2.14619 -3.49302
H 0.44979 3.42154 -2.06905
C 0.96095 -3.59846 -4.43341
H -4.69143 -3.99044 -4.05998
H 0.07628 -1.73735 -5.01146
C 3.73241 -2.83886 2.04453
H 0.11169 3.65906 -6.28095
C -0.20392 -2.14794 -2.91232
H -0.20047 1.89471 6.99446
C -0.23208 -4.31636 2.67278

=====

Record 5
18
Properties=species:S:1:pos:R:3 method="wB97M-V/def2-TZVPD" fmax_ev_per_a=8.99 e_lumo_ev=1.00 orbital_gap_ev=9.60 total_energy_ha=-343.906643 de_lowest_ev=6.2606 total_charge=0
N -1.04112 1.93676 0.49429
H 1.67957 0.29456 -0.20768
N 1.92516 -1.86373 0.57564
H -1.68134 -0.90130 -1.80750
C -0.50534 0.76863 -0.43257
H 0.21332 -1.29839 1.73809
C -0.96387 -0.52993 -0.87541
C 0.82738 0.40107 0.38737
H -1.22700 -2.48922 -0.50876
H -1.15729 2.82579 -1.69164
H 0.59486 2.62569 -0.41150
H 2.08378 -2.85034 0.54205
H -2.09150 1.81811 0.39763
H 1.91088 -1.80381 -0.49693
C -0.56228 2.23979 -0.68802
H 0.87932 1.12364 1.27113
C 0.56472 -1.17538 0.74872
C -0.59275 -1.68018 -0.19248

=====

Record 6
8
Properties=species:S:1:pos:R:3 method="wB97M-V/def2-TZVPD" fmax_ev_per_a=5.55 e_lumo_ev="0.33 / 0.23" orbital_gap_ev="9.34 / 9.08" total_energy_ha=-79.619884 de_lowest_ev=4.6815 total_charge=0
H 0.94814 1.03188 0.06471
H -1.27776 1.11875 -0.03727
C -1.41947 -0.00834 -0.10153
H 1.52844 -0.46988 1.13655
C 1.43418 0.00942 0.08274
H -1.43032 -0.50501 0.79639
H 1.24596 -0.70039 -0.78641
H -1.32418 -0.46395 -0.96965

=====

Record 7
15
Properties=species:S:1:pos:R:3 method="wB97M-V/def2-TZVPD" fmax_ev_per_a=3.74 e_lumo_ev=0.14 orbital_gap_ev=8.15 total_energy_ha=-1584.844975 de_lowest_ev=3.6310 total_charge=0
H 0.91942 -1.81563 1.03574
H -0.01195 2.52603 -0.45795
N 2.07219 -0.51256 -0.17609
Cl -3.85429 1.15616 0.47275
P -2.91218 -0.63295 0.19956
Cl -2.00602 -0.40262 -1.58301
C 1.90385 -1.54934 0.57896
O -0.53657 -0.01795 1.04717
H 1.82398 1.56506 -0.81728
C 0.08267 0.79722 0.35250
O -0.53269 1.99680 0.11408
H 2.74985 -2.16232 0.52180
H -4.02515 -1.12304 -0.31266
H 2.97779 -0.44553 -0.71574
C 1.34909 0.62067 -0.25981